{"formula": "C32H98O42P10", "method": "wB97M-V/def2-TZVPD", "energy_ev": -213674.5994, "elements": ["O", "H", "O", "C", "O", "H", "O", "C", "C", "H", "H", "H", "H", "H", "H", "H", "H", "H", "H", "H", "O", "O", "H", "H", "O", "H", "H", "O", "P", "H", "H", "P", "O", "H", "O", "H", "H", "H", "O", "P", "H", "C", "H", "C", "C", "H", "H", "H", "C", "O", "O", "H", "C", "C", "H", "H", "H", "C", "H", "H", "H", "C", "H", "C", "O", "H", "C", "O", "H", "O", "H", "C", "O", "O", "C", "O", "C", "P", "O", "C", "O", "C", "H", "O", "C", "C", "H", "H", "P", "H", "H", "O", "H", "O", "O", "H", "H", "O", "O", "O", "H", "H", "O", "H", "P", "C", "H", "H", "C", "C", "H", "C", "C", "C", "O", "O", "H", "H", "C", "H", "H", "C", "H", "H", "H", "H", "H", "H", "H", "P", "C", "H", "H", "O", "H", "O", "H", "H", "O", "H", "H", "H", "H", "H", "O", "H", "H", "H", "H", "H", "O", "C", "O", "O", "P", "H", "O", "H", "H", "H", "H", "P", "H", "O", "H", "O", "H", "H", "O", "H", "P", "H", "H", "C", "H", "H", "H", "H", "H", "C", "H", "H"], "xyz": [[-4.0067, -1.4944, -3.6164], [0.5247, 1.3966, 6.2208], [0.6190, 5.2796, 4.9938], [-0.1388, -3.9983, 3.4946], [-0.4076, 1.8367, -9.8221], [5.0204, 2.9403, -2.3820], [2.7189, 0.0159, -4.3210], [-7.8669, -0.8184, -3.3128], [-3.7281, 5.2541, -2.8821], [3.2473, 0.9228, 0.5093], [-7.2262, -2.1720, 3.7634], [1.3477, -6.6306, -0.7529], [5.7844, 2.8905, -3.8862], [-5.0395, 2.5642, 7.3646], [6.5649, 2.0722, -2.4931], [0.7613, 2.9283, 6.9883], [-4.0162, -0.5450, -1.1239], [-4.2716, 2.0965, -3.5280], [-3.5094, -0.3160, 2.5936], [-6.3905, 1.4858, 7.3570], [0.8337, -3.7134, 4.4811], [-6.5532, -0.4946, 4.7498], [-5.5928, -5.1342, -4.1170], [-2.7426, 5.3419, -3.3396], [-1.6607, 1.1340, -7.6401], [0.5594, 0.6479, -11.0788], [4.5966, 5.4335, 5.3320], [4.5495, 1.4815, 3.8862], [-0.8138, -1.1632, -0.1388], [-1.5453, -2.4632, 6.4780], [-0.9239, 4.5262, 1.2105], [-5.3647, -1.8261, -3.0934], [3.5519, 2.3418, -5.1472], [6.9196, 0.0163, -1.6554], [4.0504, -2.9232, -0.6553], [3.4157, 4.8491, 4.0763], [-6.4344, -0.9980, 2.7029], [-0.9284, 5.6589, 2.5281], [-3.6943, 4.1787, -1.9543], [-2.3308, 3.3002, -1.7264], [-5.6355, -0.1678, -0.3701], [4.2915, 4.6141, 4.6812], [-2.3421, 1.9521, 5.4578], [7.1360, -2.4763, 0.5870], [0.6923, -3.4003, 0.0241], [1.3360, 2.2344, -10.7738], [-6.0410, 2.5323, 5.9594], [-4.0541, 6.0523, -2.2153], [-5.3446, -4.4437, -3.3109], [4.2400, -0.3454, -0.9291], [-2.1831, 2.4095, -3.0397], [7.1605, -2.8247, 1.6196], [-0.0262, 0.9069, 1.3037], [-0.2845, 4.9821, 1.9664], [3.5816, 2.0002, -7.2246], [-0.9180, -6.4705, -2.6273], [-5.8546, -4.8049, -2.4179], [-4.8994, -0.9330, -0.6164], [2.6581, 1.2563, 3.1365], [-4.5187, 5.2510, -3.6325], [4.0992, -2.0915, 4.7124], [3.3665, 0.7074, 3.7570], [0.6966, -0.0282, -2.3088], [0.3991, 1.7228, -10.9942], [6.4657, 2.7801, 4.9751], [3.9135, -1.1507, 6.1791], [3.1946, -0.0509, 0.0223], [-5.4324, -1.9281, -1.4531], [5.1774, 4.5341, 4.0513], [6.0541, -1.5758, 0.3959], [-1.0473, -4.2756, 4.0293], [6.9549, -0.8562, -2.3078], [4.0270, 3.4139, 5.3996], [-2.4911, 0.2062, -9.9476], [1.1672, 2.2771, 6.2142], [-2.8395, 2.1686, -0.6279], [-7.0912, -1.1086, 3.5658], [1.1791, -2.1313, 4.6692], [0.5858, -6.8997, 1.1449], [-1.4693, -6.1772, -1.7339], [5.9433, -1.7796, -2.1578], [-3.2910, 1.6206, -3.5216], [-2.3323, 1.9599, 3.7402], [-1.1314, 4.1264, -1.3236], [-5.6019, 1.8878, 6.7210], [5.6222, 2.2752, -3.0013], [7.4734, 1.2254, 5.9992], [3.7261, -0.2343, 3.3424], [0.2880, 3.9534, 4.3872], [0.0975, -4.8725, 2.8879], [2.3579, -6.3030, 0.6502], [-3.9665, -0.7689, 4.5184], [4.0436, -2.9186, 6.2474], [-0.1499, -0.4815, -8.9506], [-4.7979, 0.8872, 6.1395], [-0.9019, 1.5210, 4.6894], [7.9042, -1.3871, -2.2369], [2.6140, 2.1771, -2.8340], [-6.4784, -0.6720, -3.5112], [4.9213, 1.2378, 6.4877], [7.1099, -3.3911, -0.0050], [0.6950, 1.6814, 1.0429], [-5.0253, 1.4121, 3.5669], [0.1093, -2.2977, 7.1227], [3.3735, 1.3085, -3.9275], [-3.6334, 2.5591, 0.5110], [4.2983, 0.7468, -6.4382], [2.2324, -0.0084, -0.4880], [1.3343, 2.7380, -3.0961], [7.6842, 2.0944, 5.3759], [-3.3116, -6.4617, -1.1546], [3.6214, -2.0811, 5.6921], [-2.1026, 0.2028, -6.6316], [4.2015, 1.8285, -6.3446], [-1.9214, -1.6814, 0.6692], [0.3183, 3.9801, 2.7401], [-4.6128, -1.2562, 0.3844], [2.8659, 0.5105, 4.7050], [-0.1136, -0.6750, -2.6456], [-4.1950, 3.4869, 0.4016], [-4.4018, 1.8216, 0.7429], [-1.7248, 2.2307, 4.6037], [-1.9029, -0.7969, -7.0174], [8.3683, 2.7376, 5.9294], [-1.0350, -6.6214, -0.8383], [-8.3481, -0.6162, -4.2697], [5.2082, 2.2258, -6.4739], [-8.1010, -0.0321, -2.5951], [1.4828, -3.7418, -0.6441], [-1.3164, 0.6459, -9.1468], [1.6435, -7.0084, 0.2258], [0.9242, 2.4661, -4.0688], [-4.2590, -4.4003, -3.2232], [-6.0458, -3.2016, -3.6341], [-0.2220, -3.7427, -0.4607], [-0.2685, -1.5084, 5.2252], [1.9194, -8.0380, -0.0023], [-1.6740, -5.1091, -1.6611], [-0.4802, 0.4099, 0.0962], [-0.7743, 1.4624, 1.8693], [-8.0596, -0.6854, 3.2991], [6.8146, -0.3345, -3.2545], [8.0864, -1.9603, 0.4510], [-0.0699, 2.1303, -11.8899], [1.1633, 2.6918, 4.8875], [3.0751, -0.8049, 0.8003], [0.4578, -1.3845, -3.2441], [-0.3948, -3.2051, 2.7922], [0.9187, -7.2291, 1.9829], [-3.8727, -2.0570, 3.0038], [-1.2673, 3.5098, 4.7140], [-3.3839, -1.1310, 3.3064], [-0.9775, -1.2206, -1.7244], [4.8553, 1.1559, -3.3029], [-5.1463, 0.3925, 4.6270], [0.6844, 2.3571, -2.3084], [2.1979, -2.0159, 5.8988], [-3.2609, 1.2998, -4.5629], [-8.2449, -1.7598, -2.9140], [8.2911, 1.8027, 4.5188], [-1.5006, 0.2901, -5.7271], [4.9834, 2.1154, 5.2845], [1.3291, 3.8130, -2.9155], [0.5732, -1.9674, 0.1546], [2.1296, 1.8605, 6.5114], [-2.7611, -6.6811, -1.9099], [0.8552, 0.8005, -7.6223], [-3.3933, 0.7416, -2.8852], [1.6028, -1.6155, 3.3465], [0.8588, -3.9204, 0.9674], [5.0168, -1.7933, -0.8254], [1.4771, -0.7828, -7.6451], [1.8402, 0.1319, -9.0192], [-0.6820, -1.8028, 6.5597], [0.4064, 0.0903, 1.8818], [-1.0812, -0.8532, 6.9159], [-0.5932, -0.1104, -3.4452], [-3.1663, 0.2122, -6.3941], [0.4316, 5.6232, 1.4524], [1.0364, -0.0325, -8.3015], [-2.3152, -1.3347, 3.3737], [-2.9578, 2.5661, 1.3663]], "forces_ev_per_angstrom": [[-1.86, -0.40, 0.66], [-0.27, -0.19, 0.28], [-0.48, -2.13, -0.79], [-1.51, -0.77, -0.27], [-1.89, 0.32, 1.83], [0.18, 0.01, 0.50], [1.26, 2.02, 0.68], [-0.67, 0.78, 0.31], [0.03, 0.83, 0.87], [0.99, 0.11, -0.22], [0.09, 0.06, 0.11], [-0.35, 0.34, 0.16], [0.44, -0.22, -0.29], [0.58, -0.35, -0.15], [-0.23, -0.51, -0.19], [0.28, 0.62, -0.44], [0.03, 0.45, 0.42], [0.17, 0.79, 0.65], [-0.03, -0.26, -0.36], [-0.04, -0.36, -0.24], [1.07, 1.20, 0.89], [1.75, 1.70, 0.01], [0.09, 0.13, -0.03], [-0.18, 0.64, -0.03], [0.40, 0.70, -1.06], [0.46, 0.06, -0.75], [-0.68, -0.10, 0.46], [1.33, 0.86, 0.96], [1.68, 0.28, 0.02], [0.05, -0.23, 0.13], [0.22, -0.24, -0.04], [-0.17, 0.97, -0.02], [0.48, -0.74, -0.44], [-0.04, -0.44, 0.84], [1.98, 1.27, -0.52], [0.07, 0.17, 0.22], [0.11, 0.06, 0.04], [0.07, -0.12, 0.43], [0.72, -2.13, 0.21], [-0.39, 0.22, 1.58], [-0.18, 0.32, -0.69], [0.63, 0.38, -0.69], [-0.24, 0.46, 0.22], [0.61, -0.47, 0.71], [-0.90, -0.32, -0.71], [-0.06, -0.01, -0.14], [-0.15, -0.07, -0.10], [0.75, 0.79, -0.47], [-1.17, -0.39, -0.18], [1.18, -1.19, 0.78], [0.09, 0.63, -0.15], [-0.37, 0.17, 0.13], [0.91, 0.71, 1.05], [-1.09, 1.17, -0.58], [-0.06, 0.86, 0.19], [0.19, 0.34, 0.14], [0.54, -0.16, 0.18], [0.65, 1.15, 0.23], [0.13, -0.30, -0.21], [0.04, -1.07, -0.11], [-1.13, -0.05, -0.48], [-0.17, -0.53, -0.09], [-0.31, 0.12, 0.87], [-0.10, -1.13, 0.67], [-0.94, -1.12, 0.42], [0.67, -0.15, -0.05], [-1.05, -0.24, 0.12], [-0.98, -1.38, -1.83], [-0.20, -0.43, -0.35], [-0.58, -0.01, -0.78], [-0.22, 0.12, -0.02], [1.08, 1.59, -0.68], [1.11, -1.00, 0.56], [1.73, 0.37, 1.14], [-0.68, -2.01, 1.44], [-0.12, 1.82, -1.61], [0.09, -0.16, -0.24], [-1.68, -0.58, -1.02], [-1.24, -0.44, 0.21], [-0.60, 0.26, 0.19], [-2.47, -1.25, 1.70], [-1.18, -0.84, 0.41], [0.16, 0.61, -0.42], [-2.15, -1.77, -1.13], [-0.88, 1.17, 0.35], [-0.47, 2.18, 0.16], [-0.15, 0.04, -0.10], [-0.68, 0.10, -0.24], [-1.30, 1.69, -0.06], [0.63, 0.02, 0.20], [1.14, -0.63, -0.70], [-1.84, 1.93, 2.11], [-0.37, -0.07, 0.07], [-0.98, 0.34, 0.09], [-0.47, -1.13, -1.55], [0.10, -0.24, -0.45], [0.15, 0.35, -0.11], [1.30, -0.30, -0.74], [2.46, -2.23, 0.26], [-0.10, 0.78, -1.52], [-0.24, 0.24, -0.40], [0.43, -0.17, 0.23], [-0.76, -0.55, 0.53], [-0.16, 0.47, 0.32], [-0.46, -1.49, -0.07], [0.14, -0.27, 0.56], [-0.06, -0.26, 1.05], [0.14, -0.28, -0.36], [-1.13, 0.04, 0.89], [0.08, -0.16, 0.03], [0.14, 0.02, 0.07], [1.10, 0.87, 1.41], [0.55, -1.42, -0.61], [-0.26, -0.45, -0.56], [-0.23, 0.00, -0.46], [1.22, -1.78, 2.58], [0.23, -0.99, -0.38], [0.20, 0.04, 0.13], [2.15, 0.88, -2.35], [0.50, 0.21, -0.23], [0.23, -0.41, -0.39], [-0.28, -2.95, 0.63], [-0.07, -0.21, 0.15], [-0.60, 0.48, 0.22], [0.41, 0.36, 0.04], [-0.11, -0.03, 0.11], [-0.23, 0.40, 0.19], [-0.53, -0.02, -0.06], [0.40, 0.90, -0.02], [0.21, -0.24, -1.15], [0.05, 0.86, -0.32], [0.17, 0.09, -0.02], [-0.16, 0.49, 0.13], [1.39, 1.51, 0.95], [-0.16, -0.37, 0.37], [3.06, -0.53, -1.26], [0.57, -0.04, 0.59], [1.34, 0.36, 0.08], [-0.83, -2.37, -2.06], [-0.46, -0.41, -0.02], [0.07, 0.21, 0.25], [0.28, -0.61, -0.46], [-0.09, 0.11, -0.37], [-0.20, -0.01, 0.24], [-0.30, 2.03, -2.60], [0.26, -0.15, -0.08], [-0.21, -0.87, 0.44], [0.37, 0.36, 0.24], [-0.13, -0.03, 0.08], [0.09, 0.06, -0.57], [1.88, 2.58, -0.16], [0.07, -0.23, -1.32], [-1.29, -0.39, 1.72], [-1.25, -1.36, -0.77], [1.52, -2.20, 0.52], [-0.19, -0.16, -0.22], [-1.34, -0.77, -1.72], [1.26, 0.20, 0.19], [0.53, -0.23, -0.09], [-0.55, -0.16, -0.37], [-0.03, 0.48, -0.13], [0.55, 1.02, 0.45], [0.38, 0.01, -0.43], [-0.15, 0.95, -0.10], [0.31, 0.69, -0.19], [-1.56, -1.28, -0.53], [0.03, 0.34, -0.43], [0.21, -0.01, -0.22], [-0.30, 0.47, 1.39], [-0.25, 0.52, 0.13], [-1.93, 0.64, -0.14], [-0.61, -0.59, -0.04], [-0.27, 0.58, -0.23], [-0.87, -0.12, -0.49], [0.21, 0.32, 0.43], [0.46, -0.14, 0.68], [-0.81, 0.19, 0.45], [0.05, 0.64, -0.33], [0.36, -0.32, 0.13], [0.83, -0.35, 0.73], [-0.04, 0.14, 0.50], [-0.14, 0.37, 0.10]]}